A cluster of 3 separate species, C2H9O2S in total in a non-equilibrium geometry. Source: the OMol25 dataset; level of theory: wB97M-V/def2-TZVPD.

```
14
Properties=species:S:1:pos:R:3:forces:R:3
S -0.39734 -0.71179 1.57372 0.445 -0.273 -0.572
O 2.07461 -1.43527 -1.03116 -1.527 -0.864 1.514
O 1.58575 1.79663 1.81822 -1.402 0.289 -1.658
C -1.27843 0.10881 0.20800 -0.439 0.566 0.090
C -1.16474 -0.22488 -1.28725 0.343 5.162 -0.919
H -1.40123 -1.12899 -1.67411 -0.860 -3.346 -0.366
H -2.33625 -0.04170 0.38997 -0.396 -0.116 0.259
H -0.25616 0.08475 -1.88033 -0.341 -0.236 1.202
H 1.29970 -1.93969 -0.60257 1.465 1.074 -0.945
H 0.83868 1.14047 1.62151 0.901 0.362 0.370
H -1.96289 0.49504 -1.74230 1.026 -1.122 0.436
H 1.97123 1.43204 2.58477 0.624 -0.718 1.342
H -1.17863 1.21497 0.33068 0.204 -0.659 -0.323
H 2.20571 -0.79039 -0.30913 -0.041 -0.119 -0.429
```
Forces are in eV/Å.

The total charge is -1. As for the energy above the lowest of the compared OMol25 structures with the same formula, charge and spin: 0.787 eV. The highest occupied orbital energy is -3.1 eV. The value obtained for the frontier orbital gap is 7.08 eV.

---

A cluster of 3 separate species, C2H9O3 in total in a non-equilibrium geometry. Source: the OMol25 dataset; level of theory: wB97M-V/def2-TZVPD.

```
14
Properties=species:S:1:pos:R:3:forces:R:3
O 1.07418 0.23535 0.60309 0.286 -0.340 -1.873
O -0.56482 -2.01532 0.96950 -0.142 0.320 1.083
O -2.60486 -0.20323 0.29016 -0.477 0.937 0.126
C 1.63792 1.80852 -1.17191 0.463 -0.521 0.928
C 0.94357 0.42143 -0.80767 -2.028 2.941 -0.191
H -0.26450 0.53512 -1.05888 3.070 -0.691 0.349
H 1.17728 2.27213 -2.05173 0.857 -0.791 -0.828
H 2.76989 1.58102 -1.12434 -1.660 0.851 -0.740
H 0.50938 -0.56023 0.75724 -0.401 -0.788 0.669
H -3.27462 -0.62905 -0.25598 0.526 -0.429 0.453
H 1.48092 -0.27052 -1.51820 -0.851 -0.126 1.069
H -0.50292 -2.29078 1.91309 0.021 0.261 -0.996
H 1.45442 2.68476 -0.52107 0.013 -0.952 0.764
H -2.07477 -0.83654 0.83535 0.325 -0.672 -0.812
```
Forces are in eV/Å.

The total charge is -1. As for the energy above the lowest of the compared OMol25 structures with the same formula, charge and spin: 1.284 eV. The highest occupied orbital energy is -3.7 eV. The value obtained for the frontier orbital gap is 7.80 eV.

---

A cluster of 2 separate species, C2H9OS in total in a non-equilibrium geometry. Source: the OMol25 dataset; level of theory: wB97M-V/def2-TZVPD.

```
13
Properties=species:S:1:pos:R:3:forces:R:3
S 0.65528 -0.16375 0.20690 0.818 -2.377 -2.698
O -1.72001 -1.30253 1.55240 -0.112 -0.574 0.630
C -0.49000 -0.26043 -1.25252 3.482 0.268 -2.042
C 1.91667 1.20615 -0.16367 -4.637 1.755 -0.451
H -0.26266 0.69375 -1.83979 -1.343 -1.097 0.952
H 1.24845 1.87189 -0.84874 1.615 -0.793 1.307
H -1.44577 -0.56083 -0.91331 -1.060 0.437 0.216
H 2.83004 0.94594 -0.63634 0.549 -1.161 -0.083
H -1.93546 -2.03008 2.21557 0.392 1.588 -1.108
H -0.10448 -1.06701 -1.93981 -0.341 0.662 0.880
H -0.40911 -0.42954 1.04339 0.149 0.865 1.391
H -2.21959 -0.49661 1.75201 -0.389 -0.586 0.412
H 1.93663 1.59304 0.82391 0.875 1.012 0.594
```
Forces are in eV/Å.

The total charge is +1. As for the energy above the lowest of the compared OMol25 structures with the same formula, charge and spin: 1.893 eV. The highest occupied orbital energy is -15.1 eV. The value obtained for the frontier orbital gap is 10.67 eV.

---

A structure of composition C2HBr2ClO in a non-equilibrium geometry. Source: the OMol25 dataset; level of theory: wB97M-V/def2-TZVPD.

```
7
Properties=species:S:1:pos:R:3:forces:R:3
Br 2.75271 1.79707 0.07906 0.383 0.249 -0.339
Br 2.38953 -1.26295 0.20369 0.410 -0.454 -0.286
Cl -0.55061 0.30739 -1.12188 0.320 0.298 -0.557
O -2.03605 -1.44585 0.04327 -0.055 0.023 -0.014
C 1.83998 0.37568 0.82619 -0.637 0.153 0.759
C -1.87863 -0.29895 -0.18710 -0.451 -0.139 0.472
H -2.51693 0.52759 0.15678 0.030 -0.130 -0.035
```
Forces are in eV/Å.

As for the energy above the lowest of the compared OMol25 structures with the same formula, charge and spin: 3.269 eV. The highest occupied orbital energy is -9.2 eV. The value obtained for the frontier orbital gap is 7.99 eV.

---

A structure of composition C2HBr3ClF in a non-equilibrium geometry. Source: the OMol25 dataset; level of theory: wB97M-V/def2-TZVPD.

```
8
Properties=species:S:1:pos:R:3:forces:R:3
Br -0.22726 1.77005 1.29499 0.000 -1.165 0.158
Br 1.64398 -0.88668 1.48751 -1.147 0.352 0.789
Br -1.51400 -1.11302 2.06939 -0.011 0.085 -0.058
Cl 1.47795 -0.46718 -1.45548 -0.205 -0.105 -1.284
F -0.18022 1.35107 -1.76797 -0.900 2.004 -0.100
C -0.14323 0.07506 -1.72822 0.049 -3.463 1.333
C -0.13902 -0.16638 1.23671 1.137 0.677 0.269
H -0.91821 -0.56292 -1.13695 1.078 1.614 -1.106
```
Forces are in eV/Å.

As for the energy above the lowest of the compared OMol25 structures with the same formula, charge and spin: 3.494 eV. The highest occupied orbital energy (alpha / beta) is -8.9 / -8.5 eV. The value obtained for the frontier orbital gap (alpha / beta) is 8.54 / 7.12 eV.

---

A structure of composition C2HBr4NO2 in a non-equilibrium geometry. Source: the OMol25 dataset; level of theory: wB97M-V/def2-TZVPD.

```
10
Properties=species:S:1:pos:R:3:forces:R:3
Br 1.95352 1.76533 0.17451 0.150 -0.454 -0.106
Br -0.31160 -2.37600 -0.24687 -0.382 -0.364 0.478
Br 1.81795 -0.60528 -2.03767 0.470 -0.224 0.089
Br -0.50799 1.41806 -1.70249 0.337 -0.066 -0.145
O -2.08677 -0.11624 -0.05176 1.049 0.496 1.775
O -0.99549 1.13817 1.35072 0.305 1.754 1.682
N -1.14970 0.10167 0.79140 -2.976 -1.842 -3.095
C 0.95086 0.55405 -0.89009 -1.028 0.479 0.845
C -0.19146 -0.88134 0.82755 3.960 -0.495 0.913
H 0.52067 -0.99840 1.78470 -1.885 0.716 -2.435
```
Forces are in eV/Å.

As for the energy above the lowest of the compared OMol25 structures with the same formula, charge and spin: 0.000 eV. The highest occupied orbital energy (alpha / beta) is -9.2 / -9.3 eV. The value obtained for the frontier orbital gap (alpha / beta) is 7.12 / 7.36 eV.

---

A cluster of 2 separate species, C2HBrCl2F2 in total in a non-equilibrium geometry. Source: the OMol25 dataset; level of theory: wB97M-V/def2-TZVPD.

```
8
Properties=species:S:1:pos:R:3:forces:R:3
Br -0.02687 -1.74588 -1.70615 -0.524 1.813 0.606
Cl -0.35866 1.33543 1.57403 -0.079 0.201 0.297
Cl -1.70790 0.91451 -1.15372 -0.607 0.082 -0.519
F 1.37552 -0.36072 0.93736 -0.153 0.301 -0.979
F -0.54466 -1.20605 1.20742 -0.259 0.714 0.087
C 0.07875 -0.09358 0.67496 -0.734 -1.456 0.544
C -0.39505 -0.01224 -0.78894 3.064 -1.414 0.368
H 1.57887 1.16854 -0.74496 -0.708 -0.242 -0.405
```
Forces are in eV/Å.

As for the energy above the lowest of the compared OMol25 structures with the same formula, charge and spin: 4.679 eV. The highest occupied orbital energy (alpha / beta) is -9.4 / -10.7 eV. The value obtained for the frontier orbital gap (alpha / beta) is 8.53 / 9.30 eV.

---

A cluster of 2 separate species, C2HBrF3NO in total in a non-equilibrium geometry. Source: the OMol25 dataset; level of theory: wB97M-V/def2-TZVPD.

```
9
Properties=species:S:1:pos:R:3:forces:R:3
Br 1.64088 -1.44766 -0.82019 -0.003 0.696 0.297
F 0.91199 1.82810 0.38587 -0.238 -1.587 -0.839
F -1.19591 1.55631 0.29815 0.969 -1.482 -0.692
F -0.04323 1.32713 -1.56725 0.351 -0.553 1.937
O 0.04869 -1.84684 1.83878 0.540 0.404 -1.584
N -0.36564 -0.94786 1.15132 -2.137 -0.013 3.527
C 0.13094 -0.50952 -0.02281 -1.746 -0.940 -4.954
C -0.02917 1.03721 -0.21015 -0.663 2.132 -0.594
H -1.09854 -0.99687 -1.05372 2.927 1.343 2.902
```
Forces are in eV/Å.

As for the energy above the lowest of the compared OMol25 structures with the same formula, charge and spin: 4.534 eV. The highest occupied orbital energy is -10.0 eV. The value obtained for the frontier orbital gap is 7.87 eV.

---

Listing energy for the structures above in their given order: -630.288228, -307.299377, -554.680454, -5760.146056, -8358.747036, -10577.865285, -3770.771721, -3080.241482 Ha.